(1)
Computed, not measured: a 2-piece molecular cluster, C4H15N2O overall, with ωB97M-V with the def2-TZVPD basis set.

Spin multiplicity: 2
DFT total energy: -345.4397 Eh
⟨S²⟩: 0.7540
Energy above the lowest of the compared OMol25 structures with the same formula, charge and spin: 23.34 kcal/mol
Molar mass: 107.2 g/mol
Charge: +2
HOMO (spin up / spin down): -18.80 / -18.80 eV
Frontier orbital gap (spin up / spin down): 11.9 / 6.5 eV

Cartesian coordinates (Å):
C  -1.05504  0.09212  -1.04068
N  -1.71831  -0.22822  0.29726
C  -2.17747  1.01577  1.00943
C  0.48188  0.26504  -0.82538
N  1.10472  -0.88078  -0.17949
C  1.33997  -2.10407  -0.88218
H  -1.17257  -0.79058  -1.66934
H  -1.52703  0.96342  -1.46965
H  -2.53894  -0.82139  0.15283
H  -1.36774  1.74593  0.94005
H  -2.99359  1.43699  0.43187
H  -2.32579  0.83608  2.06710
H  0.91902  0.41568  -1.81297
H  0.62555  1.15765  -0.21336
H  -1.01657  -0.75702  0.80788
H  1.99560  -0.56521  0.22964
H  1.38418  -2.95961  -0.19426
H  0.55995  -2.36490  -1.58913
H  2.34884  -2.06934  -1.31962
H  2.10079  1.90861  2.49474
H  2.92884  2.02928  1.20925
O  2.10371  1.67456  1.55603

=====

(2)
Computed, not measured: C54H64Br6N6O24 as an isolated structure, with ωB97M-V with the def2-TZVPD basis set.

DFT total energy: -19673.8174 Eh
Energy above the lowest of the compared OMol25 structures with the same formula, charge and spin: 73.46 kcal/mol
Molar mass: 1660.5 g/mol
HOMO: -9.68 eV
Frontier orbital gap: 9.0 eV

Cartesian coordinates (Å):
C  -2.71450  7.21415  -4.23919
C  -2.62385  5.87136  -3.88848
C  -1.40119  5.35545  -3.39335
C  -0.30528  6.19628  -3.27043
C  -0.39815  7.54299  -3.63364
C  -1.61815  8.04985  -4.08043
N  1.03579  5.71268  -2.73986
O  2.02869  6.46585  -2.81071
O  1.10555  4.55134  -2.33671
H  -3.66035  7.60595  -4.58348
H  -3.43035  5.17666  -4.07159
H  -1.29381  4.35568  -2.99875
H  0.39548  8.26657  -3.51887
H  -1.86020  9.09439  -4.21090
C  6.68026  -0.28069  -1.67723
C  6.04402  -0.63150  -0.47450
C  4.98424  0.13334  -0.07630
C  4.60443  1.27332  -0.80407
C  5.32296  1.68119  -1.92968
C  6.36587  0.85309  -2.35095
N  3.41004  1.98384  -0.29292
O  3.04812  3.06400  -0.75518
O  2.63478  1.35485  0.42705
H  7.42324  -0.96895  -2.05288
H  6.30585  -1.57409  -0.01680
H  4.37080  -0.08947  0.78438
H  5.04069  2.49772  -2.57782
H  6.95145  1.18369  -3.19621
C  -7.37291  -1.51500  -4.04261
C  -6.44985  -1.24737  -3.02896
C  -5.56519  -0.15744  -3.17599
C  -5.54404  0.57266  -4.32948
C  -6.43239  0.27979  -5.38520
C  -7.29108  -0.78451  -5.22796
N  -4.61629  1.66528  -4.46115
O  -3.81269  1.86636  -3.60820
O  -4.67392  2.30945  -5.51038
H  -7.91448  -2.44937  -4.02394
H  -6.48522  -1.78374  -2.09214
H  -4.89917  0.04373  -2.34974
H  -6.30557  0.81832  -6.31264
H  -7.96406  -0.97846  -6.05032
C  6.99494  -5.58991  0.50980
C  5.90278  -4.89685  1.04876
C  4.75388  -4.73888  0.25098
C  4.72593  -5.32021  -1.01647
C  5.90320  -5.84031  -1.59737
C  7.02700  -6.02060  -0.81911
N  3.55072  -5.14030  -1.94721
O  3.72524  -5.49891  -3.07234
O  2.55916  -4.50169  -1.56389
H  7.85054  -5.69131  1.16138
H  5.95930  -4.41976  2.01600
H  3.91161  -4.20420  0.66504
H  5.87936  -6.20730  -2.61279
H  7.92399  -6.46426  -1.22535
C  1.60860  5.68062  1.50088
C  0.92544  6.37433  0.56275
C  1.46700  7.50746  -0.06158
C  2.67542  7.93920  0.42508
C  3.31267  7.30997  1.47765
C  2.82034  6.13261  2.01958
N  3.35001  9.07726  -0.23450
O  4.27311  9.67388  0.32566
O  2.82658  9.46009  -1.28161
H  1.21764  4.70533  1.75194
H  0.03997  5.90580  0.15874
H  0.97302  8.00143  -0.88502
H  4.18677  7.73278  1.95078
H  3.29011  5.53145  2.78401
C  -2.35179  -3.55322  1.54147
C  -3.37631  -4.36931  2.01899
C  -4.71034  -4.02888  1.87597
C  -5.05197  -2.84707  1.18452
C  -3.98369  -2.17373  0.52228
C  -2.70984  -2.48814  0.76681
N  -6.44651  -2.46379  0.97827
O  -6.78247  -1.27945  0.86031
O  -7.25167  -3.37356  0.75800
H  -1.33598  -3.87088  1.72563
H  -3.22769  -5.37295  2.38966
H  -5.40534  -4.70559  2.35089
H  -4.15512  -1.27863  -0.05771
H  -1.95008  -1.98292  0.18852
C  -2.29093  0.15703  2.54415
C  -3.06225  0.13818  3.85261
O  -2.13133  -0.04319  4.86357
C  -2.51363  -0.56698  6.00309
O  -3.67046  -0.61552  6.39128
O  -1.44420  -1.02449  6.65520
C  -1.60250  -1.85262  7.77165
H  -1.95190  -0.87102  2.41794
H  -1.49074  0.89552  2.58612
H  -2.96209  0.38494  1.71613
H  -3.79614  -0.66755  3.87229
H  -3.55183  1.09379  4.04144
H  -2.00475  -2.83537  7.52522
H  -1.98676  -1.47230  8.71792
H  -0.57005  -2.12936  7.98676
C  5.41446  -5.39451  4.95472
C  4.19773  -4.55925  4.95250
O  4.11625  -3.86465  3.66682
C  3.17577  -2.91798  3.41022
O  3.08760  -2.23067  2.36800
O  2.21871  -2.90796  4.42092
C  1.03489  -2.05084  4.31653
H  5.39040  -6.06598  5.81278
H  6.33322  -4.80770  4.96345
H  5.50611  -5.90609  3.99642
H  4.20566  -3.89203  5.81440
H  3.33843  -5.21534  5.09178
H  0.45173  -2.23176  3.41346
H  1.40603  -1.02652  4.28923
H  0.32281  -2.21187  5.12552
C  -3.66843  -3.22849  -3.19516
C  -2.55996  -4.26903  -3.14345
O  -1.56410  -4.03210  -4.14153
C  -0.32992  -3.61090  -3.89874
O  0.16345  -3.48626  -2.81318
O  0.34531  -3.39452  -5.00479
C  1.64341  -3.04778  -4.95191
H  -4.30205  -3.31445  -4.07788
H  -3.18609  -2.25108  -3.21226
H  -4.27284  -3.38452  -2.30159
H  -3.00482  -5.25494  -3.27808
H  -2.17402  -4.22940  -2.12472
H  2.08370  -3.62449  -4.13832
H  1.71181  -1.97809  -4.75261
H  2.15014  -3.26845  -5.89117
C  0.91557  -1.51264  0.07167
C  0.26897  -0.96661  -1.19512
O  -0.04384  0.36400  -0.99067
C  -1.34792  0.95254  -1.07369
O  -2.40833  0.33887  -1.22107
O  -1.30553  2.20912  -0.78762
C  -0.21842  2.76915  -0.11661
H  1.77236  -0.88262  0.31006
H  1.22820  -2.53861  -0.12387
H  0.31533  -1.62061  0.97533
H  -0.56390  -1.60877  -1.48170
H  0.99861  -0.96914  -2.00492
H  0.78521  2.84957  -0.53374
H  -0.06083  2.29150  0.85043
H  -0.44374  3.81525  0.09077
C  -4.73547  2.87813  -0.18599
Br  -3.84425  3.27404  1.55499
Br  -4.59543  4.39257  -1.49476
Br  -6.61271  2.49788  0.13260
H  -4.31856  1.99562  -0.67040
C  0.26051  2.68009  5.22356
Br  0.96322  4.44058  5.91105
Br  1.01878  1.19990  6.30583
Br  0.53015  2.38392  3.28981
H  -0.77891  2.54405  5.52018

=====

(3)
Computed, not measured: one molecule with the formula C4H7NO, with ωB97M-V with the def2-TZVPD basis set.

DFT total energy: -286.4742 Eh
Energy above the lowest of the compared OMol25 structures with the same formula, charge and spin: 98.83 kcal/mol
Molar mass: 85.1 g/mol
HOMO (spin up / spin down): -7.09 / -7.09 eV
Frontier orbital gap (spin up / spin down): 7.7 / 7.7 eV

Cartesian coordinates (Å):
C  -1.79158  -0.31516  0.39767
C  -0.37486  -0.10695  0.00161
C  0.51160  1.10400  0.09494
C  1.66438  0.05837  0.18360
O  2.40736  -0.04709  -0.99138
N  0.65523  -0.93239  0.15602
H  -2.10666  -1.34698  0.21089
H  -1.92401  -0.08538  1.46226
H  -2.43577  0.35478  -0.18241
H  1.73905  -0.19864  -1.69844
H  0.65892  1.76303  -0.75811
H  0.23473  1.69282  0.98052
H  0.76162  -1.94041  0.14283

=====

(4)
Computed, not measured: a 2-piece molecular cluster, C28H28Cl2N overall, with ωB97M-V with the def2-TZVPD basis set.

DFT total energy: -2058.6152 Eh
Energy above the lowest of the compared OMol25 structures with the same formula, charge and spin: 0.00 kcal/mol
Molar mass: 449.4 g/mol
Charge: +1
HOMO: -9.88 eV
Frontier orbital gap: 4.2 eV

Cartesian coordinates (Å):
C  -4.40166  -2.48091  2.17424
C  -3.26748  -2.82032  1.20980
C  -1.96418  -2.09601  1.54335
N  -2.13357  -0.66921  1.79187
C  -1.03821  0.15956  1.70026
C  -0.07691  0.03578  0.73029
C  -0.95886  1.29616  2.70415
C  -1.18265  2.62050  2.30866
C  -1.21263  3.65130  3.25306
C  -0.94145  3.37599  4.59941
C  -0.63817  2.06585  4.99513
C  -0.64901  1.03611  4.05194
C  -3.24370  -0.29675  2.66708
C  -4.56157  -0.97094  2.29139
H  -5.34103  -2.92344  1.82520
H  -4.18770  -2.89759  3.16618
H  -3.08712  -3.89947  1.22160
H  -3.57130  -2.55643  0.19011
H  -1.52970  -2.58545  2.43733
H  -1.24925  -2.23205  0.73106
H  0.71774  0.77569  0.73938
H  -0.05147  -0.79599  0.03655
H  -1.36146  2.82428  1.25167
H  -1.45154  4.67006  2.93806
H  -0.95928  4.17645  5.33986
H  -0.39901  1.84301  6.03603
H  -0.40344  0.01554  4.35379
H  -2.99870  -0.55505  3.71475
H  -3.39214  0.79139  2.63177
H  -4.91921  -0.55302  1.34146
H  -5.30385  -0.71358  3.05430
Cl  0.35043  6.11088  -0.81734
C  0.48353  4.48080  -1.32046
C  -0.67559  3.69113  -1.42982
C  -0.55515  2.34731  -1.75451
C  0.71510  1.75898  -1.97799
C  0.82210  0.35059  -2.20253
C  1.96714  -0.24375  -2.72291
C  2.02041  -1.58370  -3.08110
C  3.20517  -2.26104  -3.49958
C  3.13675  -3.61213  -3.93645
C  4.27618  -4.31246  -4.30131
C  5.52838  -3.67404  -4.24950
Cl  6.94007  -4.53259  -4.69171
C  5.62914  -2.33533  -3.83946
C  4.48357  -1.63685  -3.47137
C  1.86411  2.59291  -1.92139
C  1.74814  3.93806  -1.58549
H  -1.64780  4.13167  -1.23188
H  -1.44113  1.71485  -1.82360
H  -0.06594  -0.26633  -2.06647
H  2.84930  0.37509  -2.89688
H  1.08784  -2.15048  -3.06930
H  2.16036  -4.09763  -3.96565
H  4.21774  -5.35053  -4.61702
H  6.60382  -1.85696  -3.80196
H  4.57192  -0.60596  -3.13407
H  2.84982  2.17233  -2.11226
H  2.63310  4.56368  -1.50771

=====

(5)
Computed, not measured: a 4-piece molecular cluster, C26H56F3N4O9S3 overall, with ωB97M-V with the def2-TZVPD basis set.

DFT total energy: -3414.3157 Eh
Molar mass: 721.9 g/mol
Charge: -1
HOMO: -4.34 eV
Frontier orbital gap: 5.9 eV

Cartesian coordinates (Å):
C  2.93035  -3.41146  1.01670
C  1.62376  -2.43006  1.00157
C  0.83386  -2.64246  -0.38189
O  -0.61554  -2.74022  -0.22676
C  -1.28303  -2.58034  -1.49132
O  -2.44940  -1.76078  -1.44486
C  -2.08434  -0.34271  -1.28646
C  -1.54672  0.18891  -2.70096
C  0.00314  0.61342  -2.71981
C  0.49098  1.44129  -1.43545
C  1.67347  2.49554  -1.70995
C  2.71356  2.39076  -0.48959
C  2.04815  2.52728  0.96191
O  3.03919  2.32326  2.03151
C  2.38360  1.62829  3.13988
C  -3.38120  0.44527  -0.73083
C  -4.77610  -0.32369  -1.03085
C  -5.29393  -1.22252  0.20134
N  -5.94347  -0.25631  1.17055
N  -6.26205  -2.29237  -0.25544
N  -4.20265  -1.89930  0.96976
O  -3.40514  1.84684  -1.11299
C  -3.97666  2.66942  -0.05636
C  -2.74835  3.39164  0.72365
C  -2.92444  3.09097  2.28727
N  -2.02485  2.45922  3.02930
C  -4.93767  3.86060  -0.64885
O  -4.51288  4.52012  -1.67232
O  -6.15187  4.16282  -0.02221
C  -1.81224  -4.07713  -1.90440
F  -3.09155  -3.99188  -2.50440
F  -1.98618  -4.77881  -0.65489
F  -0.84845  -4.76482  -2.68298
H  3.62870  -3.11672  0.15116
H  3.54569  -3.30827  1.97871
H  2.67128  -4.52042  0.83439
H  2.05429  -1.35363  1.03823
H  0.96923  -2.54024  1.93134
H  1.16542  -1.78906  -1.08738
H  1.21476  -3.61938  -0.83386
H  -0.51928  -2.29527  -2.29240
H  -1.31232  -0.31776  -0.43894
H  -1.64907  -0.69780  -3.44185
H  -2.14575  1.04481  -3.15876
H  0.61525  -0.35384  -2.90310
H  0.20416  1.26669  -3.65496
H  0.91682  0.66013  -0.68980
H  -0.37949  1.94338  -0.88684
H  1.19797  3.54635  -1.64395
H  2.13922  2.42050  -2.74872
H  3.29933  1.39929  -0.61087
H  3.43260  3.29266  -0.59761
H  1.53172  3.55640  1.10218
H  1.22242  1.74622  1.17010
H  1.97340  0.59887  2.82264
H  3.11684  1.42143  4.00701
H  1.49253  2.24423  3.55173
H  -3.28039  0.44087  0.42462
H  -5.56790  0.51074  -1.16576
H  -4.76963  -0.88759  -2.03748
H  -6.44366  -0.79855  1.89600
H  -5.13280  0.17307  1.65797
H  -6.95667  -2.40155  0.49974
H  -5.74711  -3.18172  -0.38109
H  -3.81456  -2.71892  0.48595
H  -4.52422  -2.11135  1.92184
H  -4.66460  2.07194  0.65545
H  -2.65679  4.51718  0.50462
H  -1.77917  2.90382  0.36856
H  -3.90830  3.42261  2.77193
H  -2.44148  2.42741  3.98732
C  4.61846  -4.30578  -3.47486
S  3.02820  -4.76302  -2.75154
O  2.92242  -4.07030  -1.42737
C  3.45593  -6.48718  -2.42716
H  4.59226  -3.24348  -3.72225
H  5.42162  -4.49118  -2.75906
H  4.78529  -4.88414  -4.38541
H  4.33002  -6.53806  -1.77546
H  3.65935  -6.99583  -3.37098
H  2.60825  -6.96593  -1.93432
C  -3.44531  7.89849  -0.24238
S  -1.66132  7.87226  -0.51788
O  -1.05487  7.05103  0.57433
C  -1.37177  9.60988  -0.11407
H  -3.83549  6.89078  -0.40629
H  -3.66143  8.20835  0.78203
H  -3.91359  8.58574  -0.94940
H  -1.71212  9.81819  0.90193
H  -1.90337  10.24295  -0.82659
H  -0.30071  9.80715  -0.18482
C  6.83887  -3.58709  4.67414
S  6.58558  -3.42405  2.89337
O  5.50683  -4.38117  2.50562
C  8.16301  -4.16054  2.41075
H  5.94801  -3.21798  5.18426
H  6.99716  -4.63536  4.93466
H  7.70121  -2.99004  4.97672
H  8.23928  -5.17335  2.81038
H  8.98264  -3.54497  2.78545
H  8.20765  -4.19675  1.32119

=====

> The lowest DFT total energy belongs to which entry?

C54H64Br6N6O24